Entry 1:
Here is a structure of composition C35H47As3N3O3Ti in a non-equilibrium geometry from OMol25. Energies are from wB97M-V/def2-TZVPD.

Each line ends with the Mulliken spin population.
Geometry (Å):
Ti 0.40415 0.14617 0.40788  0.993
C 4.21295 0.04536 -1.90465  0.038
C 4.25580 -1.28276 -2.31686  0.017
C 3.26357 -2.15449 -1.91913  0.034
C 2.23186 -1.68508 -1.11028  0.010
N 2.15460 -0.38061 -0.78327  0.041
C 3.13896 0.45445 -1.15038  0.015
C 1.20356 -2.53574 -0.48816  0.212
C 1.06380 -3.88968 -0.63428  -0.134
C 0.13167 -4.58576 0.14302  0.270
C -0.60152 -3.89548 1.11665  -0.125
C -0.45556 -2.54186 1.25155  0.202
N 0.40063 -1.84828 0.41083  0.158
C -1.04818 -1.69118 2.29847  0.010
C -1.79773 -2.16672 3.37149  0.031
C -2.18795 -1.28912 4.36096  0.017
C -1.82574 0.05220 4.27414  0.034
C -1.12548 0.46267 3.16545  0.017
N -0.76678 -0.38035 2.18374  0.044
H 4.98545 0.75294 -2.17077  0.003
H 5.07336 -1.64188 -2.92919  0.002
H 3.30065 -3.19923 -2.19608  0.004
H 3.03624 1.48170 -0.82379  0.011
H 1.68480 -4.43004 -1.33800  -0.010
H 0.01640 -5.65358 0.02922  0.022
H -1.27245 -4.44053 1.76887  -0.010
H -2.03575 -3.21962 3.43939  0.004
H -2.75424 -1.65122 5.20949  0.002
H -2.08651 0.76724 5.04187  0.003
H -0.83714 1.49802 3.03170  0.010
C 4.67305 4.93534 4.62884  0.001
O 4.24744 3.63716 4.20802  0.007
C 3.29850 3.55405 3.26802  0.021
C 2.70316 4.68461 2.67627  -0.008
C 1.74134 4.48223 1.72266  0.023
C 1.32125 3.19891 1.30875  0.043
C 0.30756 3.06580 0.29674  0.039
C -0.37967 4.19852 -0.38329  -0.005
O -0.06313 1.91759 -0.07754  -0.041
C 1.94885 2.08496 1.93557  -0.013
O 1.62803 0.82459 1.62380  -0.046
C 2.92258 2.27292 2.89835  -0.003
H 5.43248 4.76398 5.38242  0.000
H 3.84410 5.49338 5.06393  0.000
H 5.10203 5.49190 3.79572  0.000
H 2.98510 5.68722 2.95376  0.000
H 1.29159 5.35458 1.27355  0.001
H -0.06320 5.18199 -0.05613  0.001
H -1.45533 4.11363 -0.22295  0.004
H -0.21441 4.12508 -1.45921  0.004
H 3.38539 1.41201 3.35947  0.001
C -3.65780 1.15920 1.07332  -0.001
As -2.79820 -0.01529 -0.22211  0.018
C -3.87677 -1.58803 0.13778  0.005
C -3.72506 0.72888 -1.77597  0.008
C -3.30490 0.35603 -3.20319  -0.005
C -4.19625 1.17225 -4.15313  -0.001
C -1.86332 0.81216 -3.49086  0.007
As -0.31811 -0.09593 -2.71824  0.009
C 0.99733 1.01701 -3.62324  0.000
C -0.14583 -1.65805 -3.85347  0.001
C -3.44019 -1.15539 -3.48508  -0.001
As -5.16893 -1.86398 -4.12591  0.000
C -6.22745 -1.92177 -2.48349  0.001
C -4.58618 -3.72759 -4.09737  0.000
H -4.69523 1.30774 0.77325  0.001
H -3.15038 2.12317 1.11267  -0.001
H -3.62804 0.70398 2.06086  0.000
H -4.92851 -1.33624 0.00357  0.001
H -3.70722 -1.88927 1.17115  -0.001
H -3.60882 -2.41464 -0.51739  0.000
H -3.61378 1.81167 -1.65876  0.000
H -4.78103 0.50624 -1.60965  0.001
H -3.99279 2.24059 -4.03500  0.000
H -5.25896 1.01522 -3.95508  0.000
H -4.01676 0.90735 -5.19770  0.000
H -1.74836 1.85742 -3.18374  0.000
H -1.68446 0.77994 -4.56936  0.001
H 0.67081 1.18179 -4.64994  0.000
H 1.96338 0.51640 -3.62489  0.001
H 1.09713 1.97625 -3.11524  -0.001
H -0.45392 -1.40748 -4.86921  0.001
H -0.74103 -2.48665 -3.47747  0.005
H 0.90512 -1.94662 -3.85781  0.001
H -3.08455 -1.75817 -2.64378  0.000
H -2.79494 -1.41071 -4.33077  0.000
H -6.39641 -0.91683 -2.09817  0.000
H -5.75908 -2.53660 -1.71533  0.000
H -7.19576 -2.34718 -2.74549  0.000
H -3.87446 -3.89784 -4.90450  0.000
H -5.45112 -4.36911 -4.26094  0.000
H -4.12524 -3.98089 -3.14093  0.000

Computed properties:
ΔE to the lowest compared entry with this formula, charge and spin (kJ/mol): 82.3
Net charge: +1
F_max (eV/A): 1.932
HOMO (spin up / spin down) (hartree): -0.290 / -0.380
LUMO level (spin up / spin down) (eV): -2.598 / -2.832
Multiplicity: 3
HOMO-LUMO gap (spin up / spin down) (eV): 5.29 / 7.51
<S²>: 2.035


Entry 2:
Here is a structure of composition C35H47BN7O2SSi3Ta from OMol25. Energies are from wB97M-V/def2-TZVPD.

Each line ends with the Löwdin charge.
Geometry (Å):
Ta -0.00293 -0.34246 0.09774  1.769
N 8.52462 5.41706 -2.02198  0.194
C 7.58994 4.78924 -1.79924  -0.163
C 6.41563 4.00734 -1.51848  -0.205
C 5.57641 3.61852 -2.55940  0.009
C 4.43947 2.87824 -2.28352  -0.007
C 4.14786 2.50882 -0.97232  -0.201
C 4.99957 2.88746 0.06360  -0.015
C 6.12563 3.64487 -0.20484  0.004
C 2.92836 1.71317 -0.67823  -0.029
C 3.11721 0.40702 -0.17478  -0.234
C 4.35034 -0.21427 -0.00072  0.031
C 4.11866 -1.46952 0.57101  -0.015
C 2.75918 -1.57708 0.72545  -0.160
N 2.10300 -0.45269 0.28106  -0.148
C 1.70381 2.28510 -0.93567  -0.237
C 1.47848 3.59548 -1.44525  0.023
C 0.13313 3.72030 -1.67963  -0.015
C -0.43686 2.48801 -1.31536  -0.156
N 0.46573 1.62895 -0.83332  -0.117
H 5.81605 3.89803 -3.57592  0.133
H 3.78503 2.57335 -3.09027  0.133
H 4.77496 2.59889 1.08303  0.129
H 6.78402 3.95481 0.59478  0.131
H 5.30381 0.21307 -0.26370  0.131
H 4.84962 -2.21458 0.83725  0.121
H 2.20975 -2.42311 1.10288  0.108
H 2.24831 4.32629 -1.63297  0.130
H -0.39440 4.56258 -2.09565  0.120
H -1.47559 2.21719 -1.40793  0.097
C -4.83975 -1.79676 1.25051  -0.157
Si -3.35715 -0.65367 1.16739  0.410
C -3.80454 0.56016 -0.21061  -0.174
C -3.37182 0.26883 2.80178  -0.183
C -1.70715 -1.58094 0.75800  -0.564
Si -1.25468 -2.77765 2.19028  0.514
C -2.60913 -3.43896 3.28174  -0.141
C -0.09462 -1.72332 3.26769  -0.431
C -0.08856 -4.18817 1.74157  -0.143
Si -2.18022 -2.80231 -0.64554  0.474
C -2.93155 -4.42579 -0.08718  -0.149
C -3.33613 -2.28870 -2.02429  -0.148
C -0.47875 -3.12936 -1.40951  -0.295
C -0.26630 -4.18095 -2.28579  -0.027
C 0.93424 -4.30170 -2.96681  0.000
C 1.89894 -3.32884 -2.76914  -0.005
C 1.65063 -2.31612 -1.86759  -0.098
N 0.50505 -2.22492 -1.16192  -0.075
H -5.68939 -1.15354 1.50180  0.060
H -4.77296 -2.54833 2.03571  0.027
H -5.09104 -2.29268 0.31519  0.026
H -4.54745 1.27220 0.16598  0.055
H -4.29782 0.01933 -1.02103  0.043
H -2.98799 1.10641 -0.68041  -0.011
H -4.11858 1.06690 2.73800  0.046
H -2.42383 0.69638 3.11519  -0.029
H -3.71166 -0.39399 3.59900  0.039
H -3.24491 -2.66809 3.71276  0.030
H -2.11997 -3.96565 4.10759  0.059
H -3.24137 -4.16779 2.77702  0.039
H -0.89452 -1.12834 4.93708  0.120
H 1.36391 -0.51303 2.62079  0.102
H 0.63658 -2.33957 3.80478  0.137
H -0.60930 -5.13544 1.61816  0.040
H 0.60127 -4.33032 2.57836  0.051
H 0.51273 -4.02876 0.84657  0.021
H -3.80712 -4.26164 0.54124  0.032
H -2.26670 -5.12044 0.41608  0.027
H -3.29673 -4.92212 -0.99112  0.057
H -4.36939 -2.48343 -1.73666  0.046
H -3.11872 -2.96105 -2.86098  0.063
H -3.27005 -1.27660 -2.40892  0.003
H -1.05906 -4.90027 -2.44780  0.122
H 1.10323 -5.11958 -3.65447  0.130
H 2.83782 -3.34308 -3.30349  0.126
H 2.39147 -1.54585 -1.71696  0.106
O 0.64975 -1.04295 2.23221  -0.326
O -0.59766 -0.72694 4.11421  -0.042
C 0.77190 4.46390 2.17576  0.015
N -0.56367 4.15291 1.67197  -0.089
C -1.51060 5.08059 1.28870  -0.003
C -2.59572 4.39630 0.86306  -0.011
N -2.28630 3.06151 0.99029  0.102
C -1.05045 2.91865 1.48685  -0.649
S -0.25362 1.45997 1.94807  0.808
H 0.83476 5.53695 2.32883  0.107
H 1.51903 4.14954 1.44788  0.087
H 0.93599 3.95198 3.12024  0.096
H -1.32911 6.13852 1.35575  0.142
H -3.54450 4.73665 0.48909  0.139
H -2.91832 2.28510 0.83241  0.089
B -1.34568 -0.15618 -4.34880  -0.341
C -1.18417 -0.16079 -2.83122  -0.151
N -1.03193 -0.18742 -1.67236  -0.044
H -2.53172 -0.20133 -4.56799  0.047
H -0.78006 -1.17612 -4.68732  0.048
H -0.80366 0.84664 -4.74524  0.039

Computed properties:
ΔE to the lowest compared entry with this formula, charge and spin (kJ/mol): 0.0
Net charge: +2
F_max (eV/A): 0.545
HOMO (hartree): -0.501
LUMO level (eV): -7.121
Multiplicity: 1
HOMO-LUMO gap (eV): 6.51